Entry 1:
Below is a molecular structure, C15H8BClF3IN3O5Pd, with properties calculated with wB97M-V/def2-TZVPD.

Properties
ΔE to the lowest compared entry with this formula, charge and spin: 0.0 kcal per mole
E_LUMO: 2.27 eV
Electronic energy: -2327.3829 Ha
Orbital gap: 7.09 eV
Highest occupied orbital energy: -4.820 eV
Total charge: -1

Positions of all 38 atoms, in Å:
I1 -2.65473 -2.14197 -2.46365
Pd1 0.49327 0.52492 1.08834
Cl1 -5.08251 3.01484 -2.34404
F1 -0.67157 1.63074 3.42765
F2 1.35790 0.67463 3.77473
F3 2.96664 -4.35282 -2.21431
O1 2.60573 0.80050 0.24400
O2 -0.69817 -0.49340 -0.59320
O3 0.63271 -1.77462 1.86215
O4 4.67902 0.02641 -0.17394
O5 0.29599 -4.77400 -1.54375
N1 0.50274 -3.23732 0.12785
N2 -0.83442 2.02992 0.41508
N3 2.50966 -2.19212 0.62487
C1 -2.76605 3.82055 -0.44767
C2 3.07909 -2.83640 -0.45138
C3 1.18824 -2.35867 0.93038
C4 -1.78477 1.61250 -0.46905
C5 -1.77155 4.21960 0.39766
C6 3.57576 -0.00182 0.38151
C7 2.39388 -3.70752 -1.19329
C8 0.98950 -3.99113 -0.93372
C9 -0.82316 3.27698 0.82425
C10 -1.67235 0.23563 -0.94959
C11 -2.80637 2.48519 -0.90576
C12 3.31722 -1.18787 1.33613
C13 -2.71682 -0.17889 -1.78761
C14 -3.74844 0.67217 -2.19403
C15 -3.79420 1.97436 -1.77935
B1 0.39697 1.01098 2.91160
H1 4.25862 -1.65425 1.62241
H2 2.76356 -0.89415 2.22071
H3 -1.70896 5.23865 0.75318
H4 -0.04484 3.55219 1.52279
H5 -4.51904 0.29864 -2.85512
H6 -3.52363 4.51500 -0.78469
H7 -0.49593 -3.25788 0.27242
H8 4.11100 -2.57955 -0.65358

These are the Löwdin partial charges, in e, on atoms 1 to 6: I 0.90; Pd 0.95; Cl 0.64; F 0.15; F 0.16; F 0.09

***

Entry 2:
Below is 7 unconnected molecules or ions with the total composition C52H59F9O2, with properties calculated with wB97M-V/def2-TZVPD.

Properties
E_LUMO: 0.45 eV
Electronic energy: -3066.1203 Ha
Orbital gap: 9.76 eV
Highest occupied orbital energy: -9.301 eV
SMILES string: CCCCCCCCCOC(=O)CCC(F)(F)C(F)(F)C(F)(F)C(F)(F)F.c1ccccc1.c1ccccc1.c1ccccc1.c1ccccc1.c1ccccc1.c1ccccc1

Positions of all 122 atoms, in Å:
F1 4.85650 0.25932 -0.54646
F2 2.86724 -2.98491 -1.01368
F3 2.36020 -0.62277 -0.89542
F4 2.17447 -0.98229 1.24986
F5 3.30121 -3.13674 1.06924
F6 2.38724 1.71634 0.42906
F7 4.78930 -2.48100 -0.34000
F8 4.44110 2.38993 0.56205
F9 4.88271 -0.48388 1.50268
O1 1.03704 4.18681 2.66840
O2 0.71009 2.00926 2.89123
C1 2.29339 -7.01455 3.21476
C2 -5.00880 7.93612 -0.60283
C3 1.25966 -2.89517 6.57778
C4 -6.50488 1.70935 -2.63565
C5 -1.34295 -6.89698 -1.30857
C6 -4.26720 1.11107 -1.98847
C7 -1.76542 2.34745 2.83439
C8 -4.06694 0.51830 -3.22781
C9 -0.90736 -6.38472 -2.52375
C10 -0.42070 7.62488 -0.88153
C11 -1.90212 3.47032 -0.27787
C12 -0.49154 2.19248 3.67950
C13 3.40326 -8.18772 4.99700
C14 -5.48452 1.71000 -1.69414
C15 3.52066 1.57992 2.52630
C16 2.49533 -7.22714 4.57215
C17 -5.69284 10.48905 -1.45500
C18 1.48307 3.10923 2.83861
C19 -6.23740 9.37744 -2.08414
C20 -6.30650 1.11193 -3.87339
C21 2.99229 2.96067 2.95793
C22 1.58861 -3.60790 -6.23258
C23 3.00067 -7.75986 2.28140
C24 2.51729 -4.53914 -5.78698
C25 -1.27314 4.90612 -0.22036
C26 0.03413 -5.36449 -2.54898
C27 3.56867 1.44843 1.00111
C28 3.90522 -8.72464 2.70616
C29 0.81245 -2.17751 5.47613
C30 1.50280 -2.25055 4.27287
C31 3.52503 -2.44030 -0.00544
C32 -0.83276 -6.39275 -0.11948
C33 3.21962 -5.31175 -6.70195
C34 -1.73425 1.61776 1.47674
C35 1.36684 -3.44567 -7.59348
C36 -0.97215 2.39701 0.37515
C37 0.25040 6.48039 -1.68242
C38 4.12117 0.05266 0.55176
C39 2.07543 -4.21209 -8.50880
C40 2.39509 -3.68861 6.47603
C41 3.00814 -0.95824 0.19603
C42 -0.32901 5.04585 -1.42520
C43 4.10483 -8.93970 4.06340
C44 0.53835 -4.85363 -1.36021
C45 3.00034 -5.14693 -8.06282
C46 3.08838 -3.75636 5.27483
C47 0.10602 -5.36999 -0.14524
C48 -4.80504 10.32421 -0.40021
C49 -5.89244 8.10084 -1.66106
C50 -5.08605 0.52061 -4.17080
C51 2.64425 -3.03674 4.17475
C52 -4.46709 9.04784 0.02852
H1 -3.77942 8.91870 0.85553
H2 0.72168 -2.83744 7.51613
H3 -6.31305 7.23386 -2.15539
H4 3.55050 -5.74735 -8.77672
H5 2.84608 -7.58988 1.22267
H6 1.94419 -6.64287 5.29875
H7 -4.74205 6.94017 -0.27001
H8 4.45471 -9.30908 1.97855
H9 -3.11586 0.05433 -3.45871
H10 -0.55827 1.30699 4.32386
H11 2.69318 -4.66321 -4.72513
H12 -1.16774 -6.79691 0.82814
H13 -3.47334 1.10749 -1.25166
H14 -0.37476 3.05136 4.34986
H15 -4.37707 11.19089 0.08815
H16 1.32528 6.48536 -1.47057
H17 -1.30179 -6.78129 -3.45123
H18 -6.93098 9.50639 -2.90598
H19 3.56377 -8.35100 6.05569
H20 -5.96030 11.48468 -1.78680
H21 -1.50077 7.52424 -0.76454
H22 0.53568 4.39517 -1.21329
H23 -0.75892 4.95154 0.74810
H24 3.93911 -6.04263 -6.35395
H25 -7.10340 1.10806 -4.60673
H26 3.97554 -4.37244 5.19475
H27 -2.59598 1.93164 3.42544
H28 1.26481 -4.05719 -1.37918
H29 -4.92909 0.06036 -5.13857
H30 -2.01214 3.40855 2.68752
H31 4.80851 -9.69379 4.39416
H32 -2.91601 3.46429 0.14441
H33 -0.07494 -1.56116 5.55472
H34 2.73994 -4.25384 7.33332
H35 0.64141 -2.72041 -7.94098
H36 -1.99411 3.17552 -1.33398
H37 -0.55603 1.69000 -0.35178
H38 1.90615 -4.08175 -9.57045
H39 3.18779 -3.09006 3.24120
H40 -0.13560 2.95051 0.81170
H41 3.49104 3.74323 2.38177
H42 -0.26447 8.54765 -1.46205
H43 0.11661 6.69298 -2.75170
H44 -7.45535 2.17470 -2.40521
H45 4.54944 1.49925 2.89330
H46 1.58339 -6.26547 2.88456
H47 0.50195 -4.97404 0.78317
H48 1.15149 -1.69414 3.41257
H49 -1.27330 0.62342 1.58983
H50 -5.63855 2.17763 -0.72896
H51 3.26597 3.12430 4.00803
H52 0.12254 7.77300 0.05803
H53 0.37533 -4.96597 -3.49716
H54 1.03727 -3.00815 -5.51833
H55 2.93312 0.75254 2.94019
H56 -2.12359 5.59641 -0.22883
H57 -2.07985 -7.69032 -1.28840
H58 -0.78582 4.64644 -2.33781
H59 -2.77125 1.42190 1.16886

These are the Löwdin partial charges, in e, on atoms 1 to 6: F 0.16; F 0.16; F 0.20; F 0.15; F 0.20; F 0.15

***

Entry 3:
Below is a molecular structure, C29H33BrN4NiOSSe2, with properties calculated with wB97M-V/def2-TZVPD.

Properties
ΔE to the lowest compared entry with this formula, charge and spin: 0.0 kcal per mole
E_LUMO (spin up / spin down): -0.18 / -0.20 eV
Electronic energy: -10702.5950 Ha
Orbital gap (spin up / spin down): 7.16 / 7.11 eV
Highest occupied orbital energy (spin up / spin down): -7.348 / -7.309 eV
Spin multiplicity: 3

Positions of all 72 atoms, in Å:
Br1 -1.66266 0.39188 -1.84030
Se1 -3.38161 -2.64186 3.07152
Se2 -1.30505 -2.40073 3.98749
Ni1 -1.99494 -0.09771 0.84593
S1 -4.41534 -0.39216 0.63954
O1 -0.04667 0.07364 0.66947
N1 -3.06230 1.79456 0.70863
N2 -5.39956 2.11307 0.41088
N3 -1.39471 0.30461 2.97875
N4 -1.84315 -2.38661 0.73376
C1 -4.32739 1.31888 0.58680
C2 -3.46576 -4.13904 0.64491
C3 2.33636 -0.19390 -2.76092
C4 4.27440 -0.58076 0.99615
C5 4.07362 -1.57271 -3.94225
C6 -1.06754 -0.49014 4.00319
C7 -5.19182 3.42038 0.28129
C8 2.75536 -0.42088 1.07967
C9 2.11424 -0.24180 -0.30232
C10 2.47024 0.80149 1.96639
C11 -3.90680 3.97102 0.30936
C12 -0.40951 2.14549 4.16775
C13 -1.40268 -2.76644 -0.47156
C14 2.48469 -0.23088 -5.29055
C15 -3.04757 -4.47673 -0.63337
C16 -6.40082 4.28170 0.06541
C17 -1.06092 1.59648 3.08226
C18 0.71356 -0.01112 -0.39740
C19 -2.86935 3.10223 0.52972
C20 2.86068 -0.31831 -1.46894
C21 0.97506 0.02569 -2.86011
C22 2.18685 -1.68465 1.74316
C23 -1.97776 -3.79830 -1.19170
C24 -0.42800 -0.01778 5.14538
C25 3.26371 -0.26928 -3.97711
C26 0.22015 0.11334 -1.70040
C27 4.23134 0.92272 -3.95398
C28 -2.82453 -3.09347 1.28735
C29 -0.08344 1.31828 5.22594
H1 -0.56475 -2.20755 -0.86813
H2 0.48302 0.13596 -3.81961
H3 2.62704 -1.81956 2.73951
H4 3.92687 -0.48416 -1.37671
H5 1.94776 0.71434 -5.41488
H6 4.74963 0.28990 0.53677
H7 -3.53551 -5.27759 -1.17514
H8 -3.73662 5.02980 0.17071
H9 -0.15788 3.19717 4.16946
H10 -1.84285 3.45593 0.56006
H11 1.76232 -1.05041 -5.35188
H12 -0.21307 -0.70522 5.95197
H13 -7.25811 3.84015 0.56878
H14 1.39846 0.93702 2.11450
H15 -6.62858 4.32741 -1.00301
H16 2.87647 1.70869 1.50957
H17 2.94860 0.66770 2.94318
H18 4.73953 -1.61365 -3.07694
H19 4.69189 -1.65927 -4.84161
H20 -1.59741 -4.04825 -2.17359
H21 3.67705 1.86407 -3.95776
H22 4.56078 -1.47336 0.43296
H23 1.10409 -1.61770 1.84306
H24 2.42503 -2.57027 1.14439
H25 3.17894 -0.33011 -6.12882
H26 4.88977 0.90479 -4.82958
H27 3.40723 -2.43837 -3.89763
H28 -1.30949 2.21063 2.23700
H29 -4.25520 -4.68071 1.14869
H30 -6.23927 5.29954 0.42242
H31 0.42142 1.70499 6.10260
H32 4.67544 -0.68573 2.00765
H33 4.85696 0.90363 -3.05779

These are the Löwdin partial charges, in e, on atoms 1 to 6: Br 0.90; Se 0.64; Se 0.68; Ni 0.39; S 0.63; O -0.22